Entry 1:
This record from the OMol25 dataset describes 3 unconnected molecules or ions with the total composition C33H72Br2N4O2PS. The level of theory is ωB97M-V/def2-TZVPD.

The HOMO-LUMO gap (spin up / spin down) comes out at 6.9 / 6.9 eV. The HOMO energy (spin up / spin down) comes out at -4.74 / -4.74 eV. Its multiplicity is 3. Its total energy is -7557.5909 hartree. As for the LUMO energy (spin up / spin down): 0.0804 / 0.0799 hartree. The charge is -1.

Each line ends with the Mulliken charge.
CARTESIAN COORDINATES (ANGSTROEM)
C -3.350 2.742 7.252  -1.601
C -2.524 2.739 5.968  0.719
C -3.276 3.296 4.761  -1.077
C -2.624 2.979 3.411  -0.876
C -2.689 1.488 3.029  1.071
C -1.499 0.977 2.199  0.135
P -0.292 -0.329 2.898  -0.307
S 0.657 1.285 4.223  -0.398
Br -1.437 -1.986 1.329  -0.339
N -1.323 -0.839 4.259  0.202
C -2.600 -1.535 4.208  0.029
C -3.339 -1.375 5.541  -1.288
N 0.889 -0.038 1.540  -0.546
C 0.567 0.656 0.300  -0.045
C 1.635 0.376 -0.764  -0.510
C 2.028 1.610 -1.580  -0.087
C 2.864 2.599 -0.770  -1.468
C 1.110 -1.586 3.569  -0.267
Br 0.797 -3.511 3.194  -0.238
C 1.468 -1.498 5.070  -0.380
C 2.881 -0.963 5.349  -1.235
H -2.951 2.041 7.988  0.402
H -3.378 3.729 7.721  0.389
H -4.383 2.443 7.056  0.343
H -2.179 1.727 5.751  -0.389
H -1.611 3.324 6.110  0.314
H -3.350 4.385 4.869  0.472
H -4.307 2.920 4.766  0.342
H -1.582 3.310 3.426  0.409
H -3.139 3.565 2.644  0.244
H -2.852 0.893 3.927  -0.646
H -3.583 1.346 2.413  -0.468
H -0.873 1.840 1.964  0.316
H -1.879 0.597 1.256  -0.104
H 1.022 2.029 3.173  0.071
H -1.324 -0.139 4.985  -0.140
H -2.432 -2.590 3.985  0.597
H -3.233 -1.154 3.396  -0.103
H -4.077 -0.570 5.508  0.253
H -2.638 -1.156 6.351  0.271
H -3.866 -2.292 5.813  0.366
H 1.152 -0.980 1.267  0.317
H 0.508 1.734 0.483  0.058
H -0.414 0.354 -0.089  -0.032
H 1.292 -0.419 -1.433  0.352
H 2.533 0.015 -0.252  0.239
H 2.591 1.306 -2.468  0.305
H 1.122 2.113 -1.936  0.065
H 2.278 3.060 0.026  0.368
H 3.257 3.401 -1.398  0.412
H 3.709 2.090 -0.301  0.296
H 2.013 -1.401 2.996  0.594
H 1.394 -2.494 5.501  0.682
H 0.723 -0.903 5.592  0.125
H 3.530 -1.074 4.478  0.298
H 2.871 0.097 5.600  0.252
H 3.342 -1.505 6.178  0.369
C 5.429 -3.246 -2.333  -2.008
C 5.078 -1.832 -2.816  1.989
C 3.635 -1.757 -3.337  -0.665
C 3.433 -2.469 -4.670  -0.910
C 4.422 -1.973 -5.721  -1.281
C 5.886 -2.060 -5.265  1.605
N 5.986 -1.380 -3.928  0.519
O 6.142 -0.108 -4.003  -0.645
C 6.362 -3.512 -5.210  -1.679
C 6.790 -1.311 -6.239  -1.858
C 5.247 -0.875 -1.642  -1.909
H 5.152 -3.330 -1.283  0.542
H 4.895 -4.029 -2.869  0.300
H 6.499 -3.437 -2.416  0.335
H 3.370 -0.701 -3.448  -0.042
H 2.975 -2.170 -2.571  0.470
H 3.520 -3.553 -4.546  0.409
H 2.415 -2.286 -5.020  0.400
H 4.320 -2.546 -6.648  0.411
H 4.202 -0.929 -5.960  0.389
H 7.349 -3.574 -4.750  0.345
H 6.439 -3.882 -6.234  0.446
H 5.689 -4.173 -4.673  0.294
H 6.458 -0.288 -6.386  0.382
H 6.776 -1.835 -7.196  0.418
H 7.816 -1.286 -5.868  0.447
H 6.274 -0.868 -1.274  0.460
H 4.589 -1.216 -0.842  0.433
H 4.970 0.141 -1.908  0.383
C -5.075 -1.141 -1.793  -1.837
C -5.003 0.291 -1.247  1.855
C -5.932 1.240 -2.017  -1.296
C -5.444 1.550 -3.429  -0.558
C -4.010 2.072 -3.420  -1.140
C -3.029 1.145 -2.688  1.725
N -3.612 0.853 -1.335  0.852
O -3.349 1.737 -0.447  -0.556
C -2.764 -0.132 -3.486  -1.893
C -1.690 1.844 -2.480  -2.146
C -5.388 0.249 0.230  -2.230
H -5.869 -1.673 -1.269  0.499
H -5.302 -1.186 -2.857  0.337
H -4.142 -1.673 -1.611  0.272
H -6.007 2.172 -1.450  0.376
H -6.931 0.794 -2.042  0.329
H -5.522 0.664 -4.066  0.283
H -6.097 2.303 -3.875  0.412
H -3.646 2.215 -4.442  0.346
H -3.984 3.049 -2.927  0.427
H -2.186 -0.838 -2.888  0.327
H -2.175 0.136 -4.364  0.457
H -3.665 -0.628 -3.834  0.360
H -1.808 2.798 -1.973  0.382
H -1.230 2.009 -3.457  0.531
H -1.026 1.222 -1.880  0.286
H -4.689 -0.377 0.788  0.562
H -6.390 -0.178 0.311  0.578
H -5.383 1.241 0.673  0.352

---

Entry 2:
This record from the OMol25 dataset describes 6 unconnected molecules or ions with the total composition C33H72F6N6O12S6 in a non-equilibrium geometry. The level of theory is ωB97M-V/def2-TZVPD.

The HOMO-LUMO gap comes out at 5.9 eV. The HOMO energy comes out at -7.51 eV. Its total energy is -5520.0041 hartree. As for the LUMO energy: -0.0594 hartree. The charge is 0.

Each line ends with the Mulliken charge.
CARTESIAN COORDINATES (ANGSTROEM)
C 3.191 -2.071 -3.814  -1.936
C 2.153 -1.706 -2.718  0.406
C 1.811 -2.863 -1.776  -0.712
C 0.649 -2.464 -0.890  -0.799
N -0.234 -3.496 -0.193  1.446
C -1.503 -2.917 0.440  0.143
C -2.614 -3.971 0.312  -0.462
C -1.946 -5.077 -0.485  -1.104
C -0.774 -4.453 -1.250  -0.942
C 0.601 -4.173 0.918  -0.464
C 1.348 -5.441 0.490  -0.351
C 2.227 -5.942 1.644  -1.558
H 3.533 -1.230 -4.414  0.406
H 2.928 -2.909 -4.455  0.377
H 4.034 -2.378 -3.187  0.498
H 1.215 -1.525 -3.269  0.166
H 2.378 -0.752 -2.247  -0.175
H 2.685 -2.887 -1.118  0.504
H 1.672 -3.825 -2.266  0.457
H -0.121 -1.979 -1.503  0.693
H 0.986 -1.697 -0.209  -0.219
H -1.322 -2.678 1.484  -0.221
H -1.755 -2.029 -0.139  0.128
H -2.903 -4.381 1.278  0.219
H -3.469 -3.584 -0.238  0.443
H -1.565 -5.930 0.083  0.297
H -2.670 -5.636 -1.085  0.588
H -0.046 -5.209 -1.530  0.443
H -1.094 -3.921 -2.145  0.551
H -0.002 -4.525 1.755  0.542
H 1.293 -3.397 1.233  0.227
H 2.120 -5.222 -0.255  0.132
H 0.755 -6.302 0.183  0.240
H 2.808 -5.135 2.109  0.374
H 3.030 -6.567 1.259  0.415
H 1.637 -6.260 2.504  0.423
C 0.756 4.695 1.654  -0.888
C 0.199 4.461 3.079  -0.770
C -1.278 4.011 3.081  -0.976
C -1.333 2.594 2.594  -1.297
N -2.701 1.962 2.335  1.424
C -3.342 1.838 3.703  -0.832
C -4.013 0.463 3.730  -1.275
C -3.103 -0.397 2.871  0.130
C -2.584 0.537 1.774  -0.738
C -3.648 2.796 1.460  -1.605
C -3.112 2.972 0.054  0.660
C -4.018 3.906 -0.743  -1.432
H 0.901 3.798 1.043  0.001
H 1.741 5.148 1.744  0.489
H 0.035 5.230 1.025  0.269
H 0.354 5.324 3.724  0.457
H 0.896 3.716 3.472  0.349
H -1.811 4.673 2.389  0.240
H -1.752 4.279 4.026  0.580
H -0.804 1.787 3.106  1.268
H -0.918 2.455 1.590  0.138
H -4.104 2.609 3.813  0.344
H -2.622 1.983 4.504  0.581
H -5.035 0.617 3.362  0.488
H -4.310 0.019 4.681  0.475
H -3.663 -1.251 2.487  0.528
H -2.227 -0.830 3.360  0.036
H -3.281 0.457 0.935  0.262
H -1.628 0.391 1.275  -0.055
H -3.687 3.761 1.962  0.457
H -4.648 2.364 1.462  0.593
H -2.990 2.061 -0.532  0.379
H -2.120 3.397 0.233  -0.106
H -5.088 3.691 -0.714  0.406
H -3.723 3.773 -1.786  0.163
H -3.932 4.946 -0.429  0.383
C 1.102 -0.662 -6.943  -1.248
C 0.171 0.313 -6.212  -0.793
C 0.930 1.361 -5.421  -0.169
C 0.006 2.142 -4.457  -1.233
N 0.574 3.459 -3.949  0.143
C 0.500 4.508 -5.034  -0.507
C -0.972 4.790 -5.290  -1.060
C -1.559 4.666 -3.897  -0.441
C -0.406 4.153 -2.984  -0.862
C 1.999 3.280 -3.424  -1.174
C 2.088 2.092 -2.442  1.930
C 3.396 2.121 -1.625  -1.607
H 1.645 -1.251 -6.205  0.167
H 1.782 -0.175 -7.646  0.346
H 0.512 -1.316 -7.586  0.429
H -0.367 -0.354 -5.526  0.299
H -0.594 0.707 -6.882  0.476
H 1.211 2.110 -6.171  0.257
H 1.814 0.916 -4.972  0.210
H -0.128 1.525 -3.569  0.441
H -0.943 2.324 -4.952  0.858
H 0.913 5.362 -4.494  0.554
H 1.079 4.292 -5.928  0.502
H -1.132 5.782 -5.701  0.419
H -1.335 4.000 -5.945  0.335
H -2.055 5.519 -3.434  0.521
H -2.321 3.896 -3.746  0.273
H 0.173 4.992 -2.600  0.510
H -0.744 3.521 -2.167  0.348
H 2.182 4.293 -3.072  0.659
H 2.561 3.026 -4.322  0.326
H 2.047 1.115 -2.913  -0.812
H 1.216 2.186 -1.790  -0.277
H 4.172 1.552 -2.149  0.386
H 3.262 1.710 -0.629  0.284
H 3.925 3.075 -1.692  0.488
N 6.873 0.983 3.353  -0.352
S 7.448 0.191 4.719  1.092
O 8.149 -1.023 4.467  -0.575
O 6.734 0.313 5.946  -0.561
F 8.603 1.270 4.907  -0.284
S 5.662 0.099 2.989  1.041
O 4.507 0.025 3.882  -0.503
O 6.053 -1.090 2.258  -0.619
F 5.054 1.004 1.785  -0.243
N 0.287 -1.003 2.210  0.131
S 1.533 0.035 1.923  0.577
O 2.799 -0.446 1.457  -0.327
O 1.409 1.224 2.718  -0.661
F 0.936 0.575 0.516  -0.330
S 0.708 -1.485 3.548  0.817
O 0.254 -0.659 4.649  -0.689
O 1.981 -2.145 3.642  -0.632
F -0.348 -2.716 3.667  -0.120
N -4.677 -4.984 5.669  -0.412
S -3.873 -6.287 5.632  1.099
O -2.788 -6.399 6.586  -0.588
O -3.692 -7.029 4.400  -0.617
F -4.980 -7.179 6.453  -0.325
S -3.583 -3.883 4.998  1.020
O -3.543 -3.799 3.546  -0.438
O -2.316 -3.818 5.635  -0.505
F -4.334 -2.512 5.380  -0.279